An isolated molecule of C6H12N2O in a non-equilibrium geometry. Source: the OMol25 dataset; level of theory: ωB97M-V/def2-TZVPD.

```
21
Properties=species:S:1:pos:R:3:forces:R:3:mulliken_charge:R:1
C 0.516 2.132 -0.046 -0.4 0.2 -0.1 -0.399
C 0.074 -0.037 -0.886 3.1 0.3 -0.5 -1.087
C -1.209 0.084 -0.172 -0.9 -2.0 -2.3 1.627
C -2.192 -0.877 -0.952 1.3 1.4 1.5 -2.007
C -1.081 -0.390 1.233 -0.6 0.9 2.0 -1.417
C 2.333 0.430 0.025 1.4 1.8 -1.9 -0.841
N 1.016 0.981 -0.306 0.0 -0.2 0.2 0.212
N -1.853 1.459 -0.472 -0.4 -0.2 2.0 -0.054
O -2.523 1.858 0.469 0.7 -0.5 -1.4 -0.344
H 1.221 2.771 0.471 0.6 0.2 0.1 0.164
H 0.611 -1.000 -0.667 -1.1 0.4 -0.4 0.367
H 0.112 0.108 -1.990 -0.6 -0.1 0.7 0.404
H -2.120 -0.787 -1.982 0.0 0.6 -2.0 0.457
H -3.073 -0.504 -0.577 -2.7 0.5 0.2 0.564
H -2.189 -1.901 -0.737 0.7 -1.5 0.8 0.408
H -2.107 -0.304 1.703 1.2 -0.5 -0.3 0.383
H -0.459 0.350 1.797 -0.4 -0.7 -0.2 0.344
H -0.618 -1.417 1.343 -0.8 1.1 -0.3 0.305
H 2.167 -0.514 0.434 0.1 -1.5 1.0 0.335
H 2.889 0.280 -0.967 -0.5 0.2 1.4 0.298
H 2.935 1.083 0.711 -0.8 -0.5 -0.7 0.279
```
Positions in Å, forces in eV/Å.

Values from the calculation:
Calculated total energy (eV): -11438.68931
Frontier orbital gap (eV): 8.57
Energy relative to the best compared isomer or geometry (same formula, charge and spin) (kcal per mole): 137.94
Spin multiplicity: 1
Strongest force on any atom (eV/A): 3.2
Net charge: 0


A structure of composition C3H2AlLiO2 in a non-equilibrium geometry. Source: the OMol25 dataset; level of theory: ωB97M-V/def2-TZVPD.

```
9
Properties=species:S:1:pos:R:3:forces:R:3:mulliken_charge:R:1
C 0.015 0.519 -0.202 2.8 2.7 3.8 0.599
Li 1.360 -1.708 1.253 0.1 -0.3 0.0 0.953
O 0.443 -1.399 -0.391 0.2 -1.6 0.9 -0.504
C 0.797 -0.265 -1.204 -0.8 0.1 -0.4 -0.144
H 0.345 -0.329 -2.205 0.2 -0.1 0.3 0.231
H 1.876 -0.078 -1.299 -0.4 0.1 0.3 0.236
Al -1.789 0.795 0.639 -0.1 0.8 1.0 0.463
O -0.184 1.727 0.409 -1.9 0.3 -2.5 -0.460
C -0.164 -0.456 0.749 0.0 -2.1 -3.3 -0.374
```
Positions in Å, forces in eV/Å.

Values from the calculation:
Calculated total energy (eV): -14029.75686
Frontier orbital gap (alpha / beta) (eV): 8.47 / 6.88
⟨S²⟩: 0.7535
Energy relative to the best compared isomer or geometry (same formula, charge and spin) (kcal per mole): 0.00
Spin multiplicity: 2
Strongest force on any atom (eV/A): 5.5
Net charge: +1


A cluster of 2 separate species, C9H14O in total in a non-equilibrium geometry. Source: the OMol25 dataset; level of theory: ωB97M-V/def2-TZVPD.

```
24
Properties=species:S:1:pos:R:3:forces:R:3:mulliken_charge:R:1
C -0.519 2.583 1.681 0.3 -4.1 1.9 -1.471
C 0.103 1.657 0.667 -2.6 0.4 -2.5 0.880
C -0.292 1.882 -0.735 3.0 -1.8 3.6 -0.855
C 0.429 1.113 -1.614 -1.2 2.4 -2.6 -0.427
C 1.507 0.296 -1.287 0.4 -0.6 1.6 0.789
O 2.094 -0.316 -2.303 -0.4 0.2 -2.6 -0.520
C 1.870 0.063 0.027 -1.5 1.5 2.7 -0.600
C 0.996 0.672 0.998 0.0 0.7 -1.2 -0.623
H 0.333 3.142 1.937 0.3 1.7 1.0 0.329
H -0.937 1.991 2.587 1.1 0.9 -1.1 0.296
H -1.375 3.033 1.325 -1.4 1.7 -1.0 0.449
H -0.955 2.684 -0.944 -0.5 0.3 -0.6 0.446
H 0.254 1.458 -2.684 0.5 -1.4 1.1 0.281
H 2.896 -0.759 -2.124 1.2 -0.6 0.8 0.302
H 2.744 -0.298 0.596 -0.2 -0.8 -1.6 0.302
H 0.905 0.451 2.042 1.2 -0.4 0.6 0.370
C -0.475 -2.458 0.003 -1.4 -4.0 1.3 0.003
C -2.013 -2.385 -0.095 0.5 1.5 0.9 -0.876
H -0.086 -1.496 -0.029 1.2 1.2 0.0 -0.439
H -0.316 -3.036 0.997 0.5 1.3 -1.4 0.265
H -0.114 -3.193 -0.767 0.1 1.2 0.4 0.297
H -2.434 -2.486 0.930 -0.1 0.3 -0.8 0.221
H -2.334 -3.212 -0.674 -0.8 -0.5 -0.7 0.309
H -2.281 -1.386 -0.533 -0.2 -1.1 0.3 0.271
```
Positions in Å, forces in eV/Å.

Values from the calculation:
Calculated total energy (eV): -11605.39989
Frontier orbital gap (eV): 9.08
Energy relative to the best compared isomer or geometry (same formula, charge and spin) (kcal per mole): 51.58
Spin multiplicity: 1
SMILES: Cc1ccc(O)cc1.CC
Strongest force on any atom (eV/A): 5.0
Net charge: 0